{
  "formula": "C44H69AsGeNO5S2SiV",
  "method": "wB97M-V/def2-TZVPD",
  "multiplicity": 2,
  "total_energy_ev": -231041.9851,
  "e_homo_ha": [-0.5496, -0.5518],
  "s_squared": 0.7924,
  "lumo_energy_ev": [-8.4, -7.8],
  "charge": 3,
  "symbols": ["V", "O", "S", "C", "C", "C", "C", "S", "O", "C", "C", "C", "C", "C", "C", "C", "C", "C", "C", "C", "C", "H", "H", "H", "H", "H", "H", "H", "H", "H", "H", "H", "H", "H", "H", "H", "H", "H", "H", "O", "H", "H", "O", "H", "H", "C", "C", "C", "C", "C", "C", "C", "C", "H", "H", "H", "H", "H", "C", "C", "C", "C", "Ge", "C", "C", "C", "C", "H", "H", "H", "H", "H", "H", "H", "H", "H", "H", "H", "H", "H", "H", "H", "H", "H", "H", "H", "C", "Si", "C", "C", "N", "C", "C", "C", "C", "C", "C", "H", "H", "H", "H", "H", "H", "H", "H", "H", "H", "H", "H", "H", "H", "C", "As", "C", "C", "O", "H", "H", "H", "H", "H", "H", "H", "H", "H"],
  "positions_angstrom": [[-0.997907, 0.501271, -0.070324], [-2.012514, 1.258817, -1.363276], [-3.553823, 1.313156, -1.725901], [-3.541385, 1.356973, -3.522536], [-2.745669, 2.429573, -4.257679], [-1.220007, 2.371556, -4.114388], [-0.606600, 1.124075, -4.759609], [0.826346, 0.470816, -3.894135], [0.447826, 0.542931, -2.409875], [2.046097, 1.739753, -4.141317], [1.937744, 2.778747, -5.057252], [2.983080, 3.686335, -5.180832], [4.125832, 3.548990, -4.407370], [4.236382, 2.494486, -3.506366], [3.200929, 1.584377, -3.374490], [-4.060255, 2.932619, -1.286965], [-3.193533, 4.019775, -1.327303], [-3.704159, 5.272068, -1.036945], [-5.051751, 5.422811, -0.715938], [-5.896746, 4.324329, -0.665920], [-5.401297, 3.057672, -0.945368], [-4.612762, 1.451213, -3.730902], [-3.249883, 0.341033, -3.800462], [-3.095958, 3.417919, -3.958893], [-3.023335, 2.316849, -5.309025], [-0.940823, 2.390917, -3.062483], [-0.806833, 3.270742, -4.567461], [-0.307420, 1.264622, -5.799517], [-1.286614, 0.269816, -4.745048], [1.073226, 2.887174, -5.694523], [2.905256, 4.494976, -5.895233], [4.945623, 4.244516, -4.529931], [5.145711, 2.367500, -2.932395], [3.296599, 0.740090, -2.700558], [-2.150301, 3.885720, -1.573636], [-3.056998, 6.138855, -1.072494], [-5.443240, 6.407827, -0.498907], [-6.938318, 4.447584, -0.402827], [-6.048090, 2.189339, -0.890371], [0.687683, -0.534686, 2.281449], [1.014270, 0.212409, 1.713777], [0.691128, -0.202567, 3.190053], [0.610254, -1.088626, -0.439478], [0.310558, -1.865184, -0.938233], [0.981519, -0.488211, -1.140041], [-1.508810, 1.818895, 1.224363], [-1.823449, 2.671533, 2.033674], [-2.202857, 3.676996, 2.984744], [-2.392214, 3.328763, 4.323891], [-2.730409, 4.302546, 5.248846], [-2.891427, 5.621565, 4.843530], [-2.711892, 5.971492, 3.511194], [-2.363147, 5.004760, 2.581291], [-2.279488, 2.295822, 4.628041], [-2.874429, 4.033803, 6.286802], [-3.159743, 6.378681, 5.568428], [-2.845108, 6.998782, 3.199284], [-2.222940, 5.267336, 1.537845], [0.522976, -5.467762, 4.887909], [0.567108, -5.737958, 3.387840], [1.510466, -4.804961, 2.623961], [1.155200, -3.323893, 2.814580], [2.204105, -2.218858, 1.665727], [3.654399, -1.036173, 2.104209], [4.728936, -1.711029, 2.989402], [4.221636, -2.324590, 4.293310], [3.420435, -1.360458, 5.160124], [-0.076693, -6.220191, 5.398034], [0.083288, -4.495114, 5.120704], [1.525438, -5.500261, 5.322574], [-0.438963, -5.658146, 2.963192], [0.897072, -6.763561, 3.215598], [1.490603, -5.062082, 1.560838], [2.533967, -4.987486, 2.969159], [1.350247, -2.982206, 3.832013], [0.102098, -3.122581, 2.600873], [2.493014, -2.889948, 0.324381], [3.254539, -0.137195, 2.570576], [4.102838, -0.753374, 1.149616], [5.475951, -0.947383, 3.217747], [5.247580, -2.477416, 2.409276], [5.086410, -2.679524, 4.854574], [3.626150, -3.219318, 4.080588], [4.003880, -0.468166, 5.397765], [3.132800, -1.824615, 6.102988], [2.497523, -1.034084, 4.666925], [-3.931246, -3.229513, 0.203115], [-2.387013, -2.415411, -0.380870], [-2.454826, -1.978227, -2.197914], [-1.056660, -3.712799, -0.159709], [-2.127944, -0.811222, 0.481076], [-3.141620, -0.533425, 1.498428], [-4.469920, -0.328799, 1.145031], [-5.416389, -0.037465, 2.118095], [-5.048465, 0.033690, 3.453968], [-3.728517, -0.211182, 3.809422], [-2.782777, -0.492501, 2.837635], [-3.846766, -4.295649, -0.026376], [-4.834722, -2.855251, -0.279363], [-4.061780, -3.128527, 1.282183], [-2.212623, -2.853775, -2.805305], [-1.756740, -1.182124, -2.478115], [-3.468395, -1.671666, -2.474536], [-1.126726, -4.360445, -1.038875], [-1.310124, -4.329899, 0.706634], [-0.008122, -3.444665, -0.035563], [-4.779595, -0.426194, 0.112057], [-6.449254, 0.113278, 1.831263], [-5.787524, 0.252835, 4.212612], [-3.436094, -0.191890, 4.851558], [-1.756401, -0.699578, 3.111156], [3.527433, 2.569545, 0.138698], [1.649394, 2.764704, 0.369092], [1.358704, 3.646944, 2.028849], [0.897950, 3.809502, -1.028196], [0.977641, 1.195830, 0.328701], [3.938636, 3.482409, -0.291141], [3.713623, 1.730233, -0.526983], [3.981987, 2.388960, 1.111235], [2.124450, 4.415738, 2.139603], [1.445250, 2.927959, 2.841467], [0.371229, 4.099409, 2.043840], [1.191926, 4.850486, -0.894760], [-0.182838, 3.716173, -0.940425], [1.240433, 3.436123, -1.992937]],
  "forces_ev_per_a": [[0.754, -0.573, 0.409], [-0.628, 0.280, -0.779], [0.446, 0.027, 0.105], [0.089, -0.077, -0.071], [-0.001, 0.003, 0.058], [-0.030, -0.109, -0.048], [-0.061, 0.115, 0.024], [-0.064, -0.146, 0.186], [0.272, 0.015, -0.269], [0.075, 0.130, 0.083], [0.084, -0.015, 0.028], [-0.005, -0.012, -0.002], [0.007, -0.041, 0.000], [0.012, 0.016, -0.013], [-0.031, 0.055, -0.063], [-0.031, -0.002, 0.059], [-0.130, 0.032, 0.012], [-0.010, 0.010, 0.000], [0.024, -0.002, 0.003], [-0.006, -0.013, -0.008], [0.029, 0.069, 0.066], [0.017, -0.019, -0.069], [-0.034, 0.017, 0.001], [-0.042, 0.001, 0.008], [0.015, 0.058, -0.019], [-0.007, 0.001, 0.018], [0.010, 0.001, -0.054], [-0.058, -0.026, -0.018], [-0.033, 0.021, -0.015], [-0.025, 0.012, 0.002], [0.006, -0.017, -0.003], [-0.021, 0.004, 0.026], [-0.010, -0.002, -0.015], [-0.014, 0.003, -0.018], [-0.006, -0.023, -0.061], [-0.013, 0.000, 0.012], [0.009, -0.005, 0.001], [0.009, 0.005, -0.006], [0.022, 0.011, -0.006], [0.468, 0.042, -0.549], [-0.353, 0.047, 0.015], [0.061, -0.219, 0.066], [-0.371, 0.240, -0.302], [-0.012, -0.045, 0.156], [0.054, -0.096, -0.013], [0.026, 0.225, 0.326], [-0.207, 0.282, 0.058], [0.087, -0.190, -0.091], [-0.027, -0.003, 0.080], [0.005, -0.031, -0.022], [-0.006, 0.005, 0.005], [0.006, -0.038, -0.051], [0.013, 0.096, -0.032], [0.000, 0.023, -0.010], [0.000, 0.004, -0.012], [0.003, -0.007, -0.013], [0.011, -0.003, 0.004], [-0.015, -0.011, 0.066], [0.020, 0.002, -0.002], [0.015, 0.017, 0.042], [-0.063, -0.005, 0.117], [-0.011, -0.223, 0.212], [-0.063, 0.037, 0.479], [0.299, 0.087, 0.049], [-0.001, 0.043, -0.040], [-0.060, 0.070, -0.016], [0.031, -0.004, 0.013], [0.005, 0.006, -0.011], [0.010, -0.016, -0.010], [-0.018, 0.002, -0.013], [0.005, 0.001, 0.008], [-0.032, -0.003, -0.031], [-0.005, -0.012, -0.022], [0.003, 0.030, -0.033], [-0.111, -0.055, 0.054], [-0.012, -0.063, -0.049], [-0.272, 0.070, -0.333], [0.077, 0.008, 0.106], [0.017, 0.095, 0.028], [0.023, -0.010, -0.013], [0.012, 0.014, -0.019], [-0.004, -0.018, 0.003], [0.004, -0.012, 0.014], [-0.016, -0.009, -0.017], [0.000, 0.003, -0.016], [0.003, 0.006, 0.005], [-0.257, -0.060, 0.044], [0.119, 0.229, -0.013], [0.012, 0.036, -0.187], [0.185, -0.040, 0.267], [-0.431, -0.189, 0.235], [0.367, -0.069, -0.216], [-0.057, 0.077, -0.079], [0.022, -0.009, 0.031], [0.020, -0.008, -0.027], [-0.058, -0.001, 0.012], [0.128, -0.165, 0.078], [-0.043, 0.025, -0.016], [0.011, -0.005, 0.040], [0.008, -0.070, -0.019], [-0.048, 0.018, 0.000], [0.009, -0.029, -0.026], [0.050, 0.044, 0.007], [0.014, -0.040, 0.052], [0.013, 0.015, -0.007], [0.008, -0.002, -0.024], [0.020, 0.026, 0.021], [0.010, 0.002, 0.008], [0.007, -0.003, -0.009], [-0.012, -0.010, 0.001], [0.001, 0.043, -0.011], [0.113, -0.080, 0.004], [-0.221, -0.125, -0.044], [0.003, 0.082, 0.113], [-0.017, 0.024, -0.117], [-0.229, 0.074, 0.056], [0.002, -0.005, 0.011], [0.023, 0.035, -0.005], [0.044, -0.023, -0.007], [0.001, -0.010, 0.013], [-0.001, 0.013, 0.032], [-0.012, -0.009, 0.038], [0.006, -0.005, -0.017], [-0.017, 0.028, -0.010], [-0.011, -0.007, 0.018]],
  "lowdin_charge": [0.92, -0.59, 1.15, -0.28, -0.18, -0.22, -0.31, 1.07, -0.59, -0.39, -0.06, -0.04, -0.04, -0.06, -0.11, -0.39, -0.08, -0.05, -0.02, -0.03, -0.06, 0.12, 0.08, 0.12, 0.14, 0.07, 0.12, 0.11, 0.09, 0.10, 0.12, 0.12, 0.12, 0.11, 0.09, 0.12, 0.13, 0.13, 0.12, -0.12, 0.01, 0.10, -0.17, 0.05, 0.04, -0.07, -0.04, -0.26, -0.02, -0.05, -0.05, -0.05, -0.04, 0.11, 0.12, 0.12, 0.11, 0.10, -0.10, -0.25, -0.28, -0.33, 1.16, -0.32, -0.25, -0.26, -0.09, 0.08, 0.07, 0.08, 0.10, 0.12, 0.10, 0.11, 0.06, 0.07, 0.01, 0.06, 0.07, 0.12, 0.12, 0.12, 0.08, 0.09, 0.09, 0.04, -0.14, 0.49, -0.15, -0.14, -0.15, -0.37, -0.08, -0.05, -0.05, -0.06, -0.05, 0.06, 0.05, 0.06, 0.06, 0.00, 0.04, 0.06, 0.04, -0.01, 0.08, 0.12, 0.12, 0.11, 0.10, -0.17, 1.10, -0.16, -0.15, -0.58, 0.06, 0.03, 0.05, 0.07, 0.06, 0.03, 0.07, 0.02, 0.04]
}